Entry 1:
ORCA calculation (ωB97M-V with the def2-TZVPD basis set) on a structure of composition C21H22FNO in a non-equilibrium geometry.

Last column: Löwdin charge in e.
Geometry (Å):
F: 4.5700 -0.3731 4.7641  0.0617
C: 4.0458 -0.8455 3.6067  -0.3656
C: 2.9817 -1.6677 3.6109  -0.0385
C: 2.5364 -2.2791 2.6171  -0.0897
C: 3.1813 -1.9338 1.5279  -0.2637
C: 4.2989 -1.3361 1.4262  -0.0726
C: 4.7540 -0.8289 2.6187  -0.0619
H: 5.7447 0.0678 2.4016  0.2258
H: 4.8703 -1.0633 0.3580  0.1952
C: 2.6374 -2.7388 0.1562  -0.1583
N: 2.6587 -1.8821 -1.0893  0.0362
H: 2.4704 -2.2411 -1.8481  -0.0533
C: 1.5678 -0.5723 -0.5362  0.0235
C: 0.1306 -1.2024 -0.6314  -0.0764
H: 0.0732 -1.6505 0.3655  0.0923
H: -0.1622 -1.8961 -1.3417  0.0937
C: -0.9122 0.0607 -0.3140  -0.1997
C: -0.8075 0.7925 -1.6330  -0.2391
C: -0.9841 0.6007 -3.1564  -0.0973
C: -0.9036 1.6092 -3.7708  -0.1065
C: -0.5905 2.7791 -2.8130  0.0750
O: -0.5388 1.9904 -1.6201  0.0346
H: -0.5221 3.6956 -3.0267  0.0065
H: -1.0001 1.6611 -4.8157  0.1041
H: -0.9631 -0.2780 -3.5746  0.0632
H: -0.5126 0.7406 0.3068  0.1089
C: -2.3233 -0.3360 0.0226  -0.1278
C: -3.1004 0.8189 -0.2138  -0.3848
C: -3.8830 1.1120 -1.0755  -0.0754
C: -4.7319 2.3376 -1.0588  -0.0623
C: -4.6482 3.1421 -0.0227  -0.1249
C: -3.8970 2.8160 1.2154  -0.0156
C: -3.2157 1.5509 1.0682  0.0077
H: -2.6422 1.2939 2.1014  0.1543
H: -4.0017 3.2838 2.1747  0.0806
H: -5.2827 3.9485 -0.0620  0.0665
H: -5.1667 2.8543 -1.9736  0.1295
H: -3.9628 0.4175 -2.0668  0.1774
H: -2.5689 -1.0868 -0.9618  0.1905
H: -2.1593 -1.0944 0.7463  0.1167
H: 1.7496 -0.3043 0.2715  -0.0227
H: 1.7174 -0.3053 -1.5084  0.0771
H: 3.4641 -3.5687 -0.1253  0.1371
H: 1.7214 -3.3195 0.5050  0.0976
H: 1.8551 -2.9666 2.6641  0.0857
H: 2.4517 -1.8026 4.7106  0.1948

Relative energy (zero: lowest compared OMol25 entry of this formula, charge and spin): 18.7858 eV
Electronic energy: -28369.97774 eV
Spin multiplicity: 1
LUMO: 0.6 eV
HOMO-LUMO gap: 8.0 eV
M: 323.41 g/mol
Largest force on an atom: 19.75 eV/A

Entry 2:
ORCA calculation (ωB97M-V with the def2-TZVPD basis set) on a cluster of 7 separate species, C24H48O15 in total in a non-equilibrium geometry.

Last column: Löwdin charge in e.
Geometry (Å):
C: -0.7042 6.8151 0.1418  -0.1247
C: -0.6813 6.1217 1.5158  -0.1906
C: -0.3204 7.1598 2.4851  -0.1849
O: 0.1658 8.3205 1.7160  -0.1511
C: -0.6020 8.3325 0.5256  -0.2079
H: -1.6761 6.6086 -0.3065  0.1010
H: 0.1211 6.5743 -0.5282  0.1053
H: 0.0109 5.2829 1.5895  0.0857
H: -1.6568 5.6924 1.7443  0.0935
H: 0.4288 6.8647 3.2197  0.1228
H: -1.2385 7.4843 2.9749  0.1192
H: -0.1362 9.0419 -0.1584  0.1160
H: -1.5886 8.7573 0.7107  0.1089
C: 1.4711 -5.0309 -2.0175  -0.1707
C: 2.5904 -4.3204 -2.6987  -0.1977
C: 2.4520 -2.9307 -2.2058  -0.2097
O: 1.0439 -2.7720 -2.1239  -0.1583
C: 0.3227 -4.0014 -2.0691  -0.1862
H: 1.7111 -5.1855 -0.9655  0.0950
H: 1.2038 -5.9934 -2.4537  0.1171
H: 2.3736 -4.3784 -3.7653  0.1233
H: 3.5631 -4.7514 -2.4616  0.1220
H: 2.8622 -2.3101 -3.0024  0.1285
H: 2.9479 -2.8063 -1.2431  0.1192
H: -0.2317 -4.1252 -2.9993  0.1122
H: -0.3698 -4.0576 -1.2292  0.1100
C: -2.2540 -1.0697 -3.0099  -0.1518
C: -2.3695 -0.7519 -1.4716  -0.1235
C: -3.9049 -0.8515 -1.3430  -0.2067
O: -4.4273 -0.3748 -2.5779  -0.1809
C: -3.4193 -0.3008 -3.6394  -0.1623
H: -2.2587 -2.1539 -3.1220  0.1049
H: -1.3031 -0.7542 -3.4391  0.1072
H: -2.0011 0.2246 -1.1572  0.1067
H: -1.8859 -1.5421 -0.8973  0.0945
H: -4.3570 -0.2664 -0.5422  0.1030
H: -4.3108 -1.8622 -1.3009  0.1162
H: -3.2612 0.7637 -3.8123  0.1059
H: -3.7891 -0.6684 -4.5966  0.1114
C: 2.5392 -5.5117 2.1669  -0.0335
O: 1.8732 -6.7138 2.5536  0.0040
C: 0.5922 -6.9002 2.2182  -0.5418
O: -0.0829 -6.0162 1.6883  0.0826
O: 0.2280 -8.1853 2.4915  -0.0109
C: -1.1597 -8.4863 2.4251  -0.0432
H: 3.0939 -5.6617 1.2406  0.0943
H: 3.2328 -5.2770 2.9743  0.0980
H: 1.9269 -4.6175 2.0505  0.0573
H: -1.3764 -8.9090 3.4061  0.0967
H: -1.1967 -9.1433 1.5561  0.1015
H: -1.8457 -7.6458 2.3202  0.0922
C: -3.8069 0.8853 2.7065  -0.0138
O: -3.9029 2.3574 2.7353  -0.0039
C: -3.8618 3.1242 1.6324  -0.5156
O: -3.7886 4.3527 1.6862  0.0927
O: -4.0307 2.3846 0.4342  -0.0785
C: -3.9777 2.9914 -0.8629  -0.0358
H: -4.7961 0.4295 2.6647  0.0909
H: -3.3314 0.5650 3.6335  0.0946
H: -3.2742 0.4951 1.8392  0.0627
H: -2.9899 3.3922 -1.0902  0.0931
H: -4.7870 3.7166 -0.9476  0.0997
H: -4.1005 2.2027 -1.6052  0.0760
C: 0.6541 -2.3551 1.2235  -0.0170
O: 0.9293 -0.9695 1.1144  0.0349
C: 0.0479 -0.1272 1.5119  -0.6146
O: -0.9958 -0.4222 2.0919  0.0933
O: 0.4865 1.1098 1.2320  -0.0082
C: -0.1974 2.2012 1.8398  -0.0142
H: 0.9742 -2.6599 2.2198  0.0991
H: 1.2134 -2.8279 0.4162  0.0782
H: -0.4094 -2.5627 1.1048  0.1006
H: 0.2593 3.1714 1.6448  0.0716
H: -0.0683 2.0243 2.9076  0.1108
H: -1.2539 2.3130 1.5959  0.0852
C: 3.4077 2.0491 0.3996  -0.0281
O: 4.5618 2.6297 -0.2247  -0.0166
C: 5.1572 2.1233 -1.3173  -0.5310
O: 4.8109 1.1690 -1.9970  0.1043
O: 6.2905 2.9162 -1.5441  -0.0434
C: 7.1174 2.4926 -2.6605  -0.0444
H: 2.9432 2.7978 1.0412  0.0846
H: 3.7351 1.2614 1.0782  0.1020
H: 2.6547 1.8103 -0.3514  0.0966
H: 7.9556 3.1865 -2.5982  0.0913
H: 6.5605 2.5880 -3.5926  0.0923
H: 7.4677 1.4676 -2.5389  0.0909

Relative energy (zero: lowest compared OMol25 entry of this formula, charge and spin): 4.9108 eV
Electronic energy: -56375.63059 eV
Spin multiplicity: 1
LUMO: 0.5 eV
HOMO-LUMO gap: 9.8 eV
M: 576.63 g/mol
Largest force on an atom: 2.95 eV/A

no.,E_HOMO (eV)
1,-7.4
2,-9.4